Computed, not measured: a cluster of 2 separate species, C2H2I2 in total at a distorted geometry, with ωB97M-V/def2-TZVPD.

```
6
Properties=species:S:1:pos:R:3:forces:R:3
C -0.54308 1.27376 0.26876 0.420 0.227 0.196
C 0.57454 0.90378 0.04774 0.969 -0.384 -0.309
I 2.44843 0.24040 -0.35343 -0.744 0.284 0.148
H -1.43410 1.73943 0.58384 -0.541 -0.009 -0.033
I -0.84581 -2.81018 -0.27307 -0.067 -0.217 -0.013
H -0.19999 -1.34720 -0.27385 -0.037 0.098 0.011
```
Positions in Å, forces in eV/Å.

Output
HOMO energy   -9.7085 eV
Net charge   0
Calculated total energy   -672.70095 Eh
Energy relative to the best compared isomer or geometry (same formula, charge and spin)   121.69 kJ/mol
HOMO-LUMO gap   9.8 eV
Max |F|   1.09 eV/A